No. 1
23
Properties=species:S:1:pos:R:3:mulliken_charge:R:1 method="wB97M-V/def2-TZVPD" homo_energy_ha=-0.2858 lumo_energy_ha=0.03502 orbital_gap_ev=8.73
C -0.2286 0.2734 -0.4032 1.685
C -0.4377 1.7687 -0.3222 -2.026
C -0.3529 -0.2855 -1.8009 -1.552
C 2.0313 -1.6112 0.1534 -1.363
N -0.6986 -0.4380 0.6589 -0.582
C 1.5824 -0.2032 0.3424 0.815
C -3.1853 -0.0816 1.2860 -0.264
C 2.3339 0.7673 0.8384 -1.051
N -2.5543 -0.3568 0.2300 -0.439
H -0.6451 -1.4374 0.4577 0.327
H -0.3649 2.1190 0.7076 0.463
H -1.4334 2.0192 -0.7001 0.429
H 0.2921 2.2982 -0.9387 0.407
H -1.3586 -0.0773 -2.1762 0.388
H -0.2329 -1.3702 -1.8153 0.359
H 0.3909 0.1698 -2.4606 0.368
H 1.4842 -2.2968 0.8074 0.295
H 3.0964 -1.7343 0.3906 0.419
H 1.8949 -1.9406 -0.8802 0.261
H -2.7019 0.0844 2.2667 0.256
H -4.2915 -0.0715 1.2985 0.262
H 1.9783 1.7713 1.0399 0.251
H 3.4013 0.6331 1.0200 0.293

---

No. 2
23
Properties=species:S:1:pos:R:3:mulliken_charge:R:1 method="wB97M-V/def2-TZVPD" homo_energy_ha=-0.3120 lumo_energy_ha=0.03087 smiles=Cc1c[nH]cn1.CCC orbital_gap_ev=9.33
C 1.7736 2.5342 3.0020 -1.059
C 0.7864 0.8749 1.2691 -0.363
C 0.7339 1.6735 2.3935 0.375
C -1.1436 0.6310 2.3799 -0.174
N -0.4348 0.2547 1.2760 0.058
N -0.4725 1.5771 3.0142 -0.638
H 1.5978 0.7323 0.5823 0.389
H -0.6652 -0.4513 0.5950 0.161
H 2.2026 2.0708 3.8851 0.231
H 1.3976 3.5469 3.1583 0.294
H -2.0946 0.1691 2.5661 0.394
H 2.6114 2.8425 2.3538 0.323
C -0.2734 -1.7042 -1.7768 -0.055
C 0.1311 -2.0195 -3.2620 -1.077
C -1.5466 -0.7813 -1.9342 -1.265
H -0.6168 -2.6272 -1.3174 0.247
H 0.5767 -1.2413 -1.2852 0.202
H 1.0989 -1.5493 -3.4443 0.282
H -0.6077 -1.8419 -4.0251 0.304
H -2.2415 -0.9224 -1.1080 0.372
H -1.2954 0.2789 -2.0429 0.275
H 0.4865 -3.0578 -3.3890 0.296
H -2.0042 -0.9898 -2.8902 0.426

---

What did the first record say?
23
Properties=species:S:1:pos:R:3:mulliken_charge:R:1 method="wB97M-V/def2-TZVPD" homo_energy_ha=-0.2858 lumo_energy_ha=0.03502 orbital_gap_ev=8.73
C -0.2286 0.2734 -0.4032 1.685
C -0.4377 1.7687 -0.3222 -2.026
C -0.3529 -0.2855 -1.8009 -1.552
C 2.0313 -1.6112 0.1534 -1.363
N -0.6986 -0.4380 0.6589 -0.582
C 1.5824 -0.2032 0.3424 0.815
C -3.1853 -0.0816 1.2860 -0.264
C 2.3339 0.7673 0.8384 -1.051
N -2.5543 -0.3568 0.2300 -0.439
H -0.6451 -1.4374 0.4577 0.327
H -0.3649 2.1190 0.7076 0.463
H -1.4334 2.0192 -0.7001 0.429
H 0.2921 2.2982 -0.9387 0.407
H -1.3586 -0.0773 -2.1762 0.388
H -0.2329 -1.3702 -1.8153 0.359
H 0.3909 0.1698 -2.4606 0.368
H 1.4842 -2.2968 0.8074 0.295
H 3.0964 -1.7343 0.3906 0.419
H 1.8949 -1.9406 -0.8802 0.261
H -2.7019 0.0844 2.2667 0.256
H -4.2915 -0.0715 1.2985 0.262
H 1.9783 1.7713 1.0399 0.251
H 3.4013 0.6331 1.0200 0.293

---

Please write out number 1 again, unchanged.
23
Properties=species:S:1:pos:R:3:mulliken_charge:R:1 method="wB97M-V/def2-TZVPD" homo_energy_ha=-0.2858 lumo_energy_ha=0.03502 orbital_gap_ev=8.73
C -0.2286 0.2734 -0.4032 1.685
C -0.4377 1.7687 -0.3222 -2.026
C -0.3529 -0.2855 -1.8009 -1.552
C 2.0313 -1.6112 0.1534 -1.363
N -0.6986 -0.4380 0.6589 -0.582
C 1.5824 -0.2032 0.3424 0.815
C -3.1853 -0.0816 1.2860 -0.264
C 2.3339 0.7673 0.8384 -1.051
N -2.5543 -0.3568 0.2300 -0.439
H -0.6451 -1.4374 0.4577 0.327
H -0.3649 2.1190 0.7076 0.463
H -1.4334 2.0192 -0.7001 0.429
H 0.2921 2.2982 -0.9387 0.407
H -1.3586 -0.0773 -2.1762 0.388
H -0.2329 -1.3702 -1.8153 0.359
H 0.3909 0.1698 -2.4606 0.368
H 1.4842 -2.2968 0.8074 0.295
H 3.0964 -1.7343 0.3906 0.419
H 1.8949 -1.9406 -0.8802 0.261
H -2.7019 0.0844 2.2667 0.256
H -4.2915 -0.0715 1.2985 0.262
H 1.9783 1.7713 1.0399 0.251
H 3.4013 0.6331 1.0200 0.293